# 1
Density functional theory data (ωB97M-V with the def2-TZVPD basis set) for a single C3H2 molecule.

Structure (ORCA input):
```
! wB97M-V def2-TZVPD RIJCOSX def2/J DEFGRID3
* xyz 0 1
C -0.092 1.515 0.815
C -0.651 2.132 1.750
C -0.005 0.310 0.291
H -0.964 0.155 -0.222
H 0.571 -0.577 0.457
*
```

Summary:
energy relative to the best compared isomer or geometry (same formula, charge and spin)	9.2	kcal/mol
HOMO level	-10.147	eV
frontier orbital gap	8.7082	eV



# 2
Density functional theory data (ωB97M-V with the def2-TZVPD basis set) for a single C4H7NO3S molecule.

Structure (ORCA input):
```
! wB97M-V def2-TZVPD RIJCOSX def2/J DEFGRID3
* xyz 0 1
C -0.271 -0.909 0.191
C 0.331 -0.563 -1.160
C -0.199 1.598 0.017
C 0.044 0.234 1.149
N -0.896 0.405 2.274
O -0.420 0.940 3.273
O -2.050 0.196 2.034
O -1.963 0.490 -1.742
S -0.531 0.935 -1.725
H -1.395 -1.094 0.146
H 0.222 -1.835 0.383
H 1.371 -0.378 -0.752
H 0.044 -1.310 -1.908
H -1.002 2.102 0.457
H 0.679 2.163 -0.162
H 1.087 0.306 1.503
*
```

Summary:
energy relative to the best compared isomer or geometry (same formula, charge and spin)	98.2	kcal/mol
HOMO level	-9.703	eV
frontier orbital gap	9.5445	eV



# 3
Density functional theory data (ωB97M-V with the def2-TZVPD basis set) for an isolated ion of composition C12H20NS and charge +1.

Structure (ORCA input):
```
! wB97M-V def2-TZVPD RIJCOSX def2/J DEFGRID3
* xyz 1 1
C 5.029 1.935 0.270
C 3.834 1.025 0.530
C 3.746 -0.076 -0.530
C 2.658 -1.105 -0.243
N 1.312 -0.479 -0.296
C 0.187 -1.391 0.014
C -1.162 -0.709 -0.035
C -1.334 0.644 -0.315
C -2.598 1.195 -0.338
C -3.727 0.415 -0.082
S -5.271 1.236 -0.141
C -6.481 -0.059 0.239
C -3.555 -0.939 0.198
C -2.288 -1.484 0.219
H 5.955 1.368 0.302
H 4.948 2.406 -0.706
H 5.080 2.716 1.023
H 3.939 0.572 1.518
H 2.929 1.640 0.532
H 4.700 -0.602 -0.564
H 3.590 0.369 -1.515
H 2.690 -1.913 -0.976
H 2.796 -1.532 0.753
H 1.161 -0.080 -1.231
H 1.295 0.303 0.373
H 0.209 -2.219 -0.702
H 0.352 -1.809 1.012
H -0.501 1.301 -0.522
H -2.727 2.243 -0.556
H -6.445 -0.839 -0.516
H -6.304 -0.456 1.234
H -7.448 0.434 0.209
H -4.400 -1.575 0.402
H -2.169 -2.535 0.438
*
```

Summary:
energy relative to the best compared isomer or geometry (same formula, charge and spin)	0.0	kcal/mol
SMILES string	CCCC[NH2+]Cc1ccc(SC)cc1
HOMO level	-10.848	eV
frontier orbital gap	8.0053	eV



# 4
Density functional theory data (ωB97M-V with the def2-TZVPD basis set) for a 2-piece molecular cluster, C2H8N2O2 overall.

Structure (ORCA input):
```
! wB97M-V def2-TZVPD RIJCOSX def2/J DEFGRID3
* xyz 0 1
N -1.361 0.218 0.814
C -0.690 -1.065 0.870
C 0.808 -0.928 0.574
N 1.168 -0.522 -0.723
O 1.532 -1.083 1.578
H -2.370 0.172 0.921
H -1.085 1.045 1.169
H -0.720 -1.640 1.892
H -1.271 -1.777 0.154
H 0.414 -0.039 -1.272
H 2.133 -0.645 -1.056
O 0.310 2.397 -1.630
H 0.362 1.918 -0.888
H 0.769 1.950 -2.401
*
```

Summary:
energy relative to the best compared isomer or geometry (same formula, charge and spin)	42.2	kcal/mol
SMILES string	NCC(N)=O.O
HOMO level	-9.421	eV
frontier orbital gap	10.0687	eV



# 5
Density functional theory data (ωB97M-V with the def2-TZVPD basis set) for a 7-piece molecular cluster, H14O6S2 overall.

Structure (ORCA input):
```
! wB97M-V def2-TZVPD RIJCOSX def2/J DEFGRID3
* xyz 0 1
S -1.515 -0.441 -2.440
S -3.281 -0.658 -3.490
H -2.155 0.194 -1.377
H -3.477 -1.940 -3.052
O 1.501 1.538 5.942
H 1.506 0.654 6.410
H 0.552 1.624 5.744
O 0.375 -3.503 0.970
H 0.409 -4.153 0.334
H 0.862 -2.712 0.617
O 1.413 -0.599 0.809
H 1.541 0.310 0.788
H 0.519 -0.733 1.216
O 3.276 1.066 -4.704
H 3.776 1.340 -3.884
H 3.726 0.444 -5.165
O -0.829 1.747 4.349
H -1.780 1.824 4.649
H -0.724 0.814 4.246
O 2.614 1.794 2.430
H 2.397 1.047 2.968
H 2.788 2.518 3.012
*
```

Summary:
energy relative to the best compared isomer or geometry (same formula, charge and spin)	39.7	kcal/mol
SMILES string	SS.O.O.O.O.O.O
HOMO level	-9.507	eV
frontier orbital gap	9.5037	eV



# 6
Density functional theory data (ωB97M-V with the def2-TZVPD basis set) for a single C8H9N molecule.

Structure (ORCA input):
```
! wB97M-V def2-TZVPD RIJCOSX def2/J DEFGRID3
* xyz 0 1
C 0.646 1.609 0.726
C -0.747 1.328 0.119
C 0.079 0.514 1.596
C 0.062 -0.722 0.558
C -0.464 -0.041 -0.538
C -0.334 -0.862 -1.744
C 0.642 -1.943 -1.424
C 0.726 -2.022 -0.010
H 1.516 1.234 0.155
H 0.588 2.717 0.967
H -1.146 2.135 -0.683
H -1.330 1.865 1.926
H 0.566 0.640 2.650
H -1.407 -1.245 -1.830
H 0.122 -0.515 -2.604
H 0.410 -3.021 -1.962
H 1.349 -2.727 0.537
N -1.279 1.057 1.559
*
```

Summary:
energy relative to the best compared isomer or geometry (same formula, charge and spin)	151.2	kcal/mol
HOMO level	-8.375	eV
frontier orbital gap	9.1074	eV



# 7
Density functional theory data (ωB97M-V with the def2-TZVPD basis set) for a 7-piece molecular cluster, H13O7 overall.

Structure (ORCA input):
```
! wB97M-V def2-TZVPD RIJCOSX def2/J DEFGRID3
* xyz -1 1
O -0.629 0.983 1.712
H 0.065 1.266 0.914
O -1.782 -2.666 1.041
H -0.950 -2.725 0.446
H -2.047 -1.737 1.000
O -2.620 0.082 0.050
H -1.995 0.485 0.694
H -3.114 0.824 -0.267
O 1.014 1.776 -0.129
H -0.461 0.067 1.770
H 1.077 2.651 0.374
O 2.870 -0.123 0.366
H 2.163 0.433 0.009
H 3.568 0.031 -0.172
O -0.197 0.723 -2.109
H -0.973 0.568 -1.544
H 0.348 1.252 -1.563
O 1.177 -1.673 -0.983
H 0.698 -0.860 -1.287
H 1.790 -1.358 -0.322
*
```

Summary:
energy relative to the best compared isomer or geometry (same formula, charge and spin)	15.2	kcal/mol
HOMO level	-5.774	eV
frontier orbital gap	9.4648	eV



# 8
Density functional theory data (ωB97M-V with the def2-TZVPD basis set) for a single C7H12O2 molecule.

Structure (ORCA input):
```
! wB97M-V def2-TZVPD RIJCOSX def2/J DEFGRID3
* xyz 0 1
C -0.859 -1.008 -1.566
C 0.305 -0.676 -0.990
C 0.336 0.261 0.222
C -0.706 0.601 0.980
C -1.907 -0.244 1.267
C -0.725 1.819 1.839
O 0.509 2.508 2.052
C 1.645 -1.145 -1.538
O 1.455 -2.073 -2.536
H -1.805 -0.538 -1.224
H -0.955 -1.583 -2.475
H 1.274 0.811 0.405
H -1.763 -1.286 0.901
H -2.042 -0.365 2.310
H -2.767 0.192 0.819
H -1.245 1.593 2.781
H -1.296 2.611 1.352
H 1.003 2.006 2.683
H 2.303 -1.514 -0.734
H 2.038 -0.247 -2.066
H 1.015 -2.818 -2.152
*
```

Summary:
energy relative to the best compared isomer or geometry (same formula, charge and spin)	44.8	kcal/mol
SMILES string	C=C(/C=C(\C)CO)CO
HOMO level	-8.587	eV
frontier orbital gap	9.3468	eV



# 9
Density functional theory data (ωB97M-V with the def2-TZVPD basis set) for a single CH3IO2 molecule.

Structure (ORCA input):
```
! wB97M-V def2-TZVPD RIJCOSX def2/J DEFGRID3
* xyz 0 1
C 0.736 0.449 0.457
O -0.349 0.378 -0.534
O -0.764 -1.174 -0.491
I -2.338 -1.311 -1.574
H 0.267 1.011 1.209
H 1.524 1.137 0.154
H 0.924 -0.490 0.779
*
```

Summary:
energy relative to the best compared isomer or geometry (same formula, charge and spin)	111.5	kcal/mol
SMILES string	COOI
HOMO level	-9.337	eV
frontier orbital gap	8.7586	eV



# 10
Density functional theory data (ωB97M-V with the def2-TZVPD basis set) for C43H42BNO3P2PtTe as an isolated structure.

Structure (ORCA input):
```
! wB97M-V def2-TZVPD RIJCOSX def2/J DEFGRID3
* xyz 2 1
Pt 2.100 -0.535 -1.286
Te -2.057 0.728 0.825
C -3.695 1.770 -0.003
C -4.673 1.082 -0.708
C -5.766 1.798 -1.179
N -5.932 3.100 -0.971
C -5.003 3.739 -0.268
C -3.862 3.125 0.236
C -1.036 0.302 -0.952
P 0.005 -1.265 -1.091
C -0.451 -2.397 0.238
C -1.791 -2.721 0.467
C -2.123 -3.658 1.431
C -1.125 -4.292 2.158
C 0.208 -4.005 1.907
C 0.545 -3.067 0.945
C -0.642 -2.054 -2.583
C 0.244 -2.791 -3.363
C -0.217 -3.476 -4.478
C -1.561 -3.425 -4.815
C -2.450 -2.693 -4.035
C -1.994 -2.008 -2.921
P -0.736 1.409 -2.164
C -1.723 2.869 -2.369
C -2.921 2.784 -3.084
C -3.649 3.936 -3.321
C -3.184 5.159 -2.852
C -1.994 5.240 -2.142
C -1.252 4.095 -1.899
C 0.150 0.849 -3.617
C 1.549 0.937 -3.636
C 2.255 0.414 -4.710
C 1.569 -0.159 -5.776
C 0.182 -0.183 -5.785
C -0.534 0.319 -4.707
H -4.611 0.015 -0.879
H -6.549 1.295 -1.736
H -5.170 4.797 -0.098
H -3.134 3.702 0.791
H -2.580 -2.249 -0.103
H -3.162 -3.898 1.610
H -1.388 -5.023 2.911
H 0.989 -4.516 2.454
H 1.592 -2.885 0.733
H 1.295 -2.839 -3.096
H 0.472 -4.053 -5.081
H -1.922 -3.964 -5.681
H -3.500 -2.664 -4.295
H -2.695 -1.437 -2.322
H -3.287 1.829 -3.440
H -4.583 3.883 -3.864
H -3.757 6.056 -3.043
H -1.639 6.196 -1.782
H -0.319 4.157 -1.353
H 2.073 1.498 -2.868
H 3.334 0.492 -4.734
H 2.119 -0.561 -6.617
H -0.349 -0.601 -6.629
H -1.615 0.270 -4.712
C 6.259 0.921 -1.382
C 5.104 -0.003 -1.237
C 5.346 -1.411 -0.836
O 3.965 0.439 -1.453
H 7.080 0.638 -0.726
H 5.954 1.951 -1.211
H 6.622 0.836 -2.412
H 6.260 -1.790 -1.292
H 4.494 -2.049 -1.064
H 5.496 -1.414 0.249
C 1.482 -0.431 7.682
C 0.778 0.158 6.459
C 0.751 1.688 6.595
C -0.660 -0.377 6.432
C 1.492 -0.199 5.154
C 2.743 -0.818 5.134
C 3.419 -1.129 3.954
C 2.788 -0.794 2.785
O 3.205 -0.997 1.468
B 2.164 -0.527 0.700
O 1.148 0.027 1.465
C 1.551 -0.179 2.783
C 0.883 0.136 3.937
H 0.903 -0.199 8.576
H 2.478 -0.008 7.824
H 1.570 -1.516 7.615
H 0.247 1.974 7.519
H 0.218 2.152 5.763
H 1.763 2.095 6.619
H -1.153 -0.158 7.380
H -0.672 -1.459 6.285
H -1.257 0.082 5.643
H 3.220 -1.079 6.068
H 4.386 -1.612 3.967
H -0.081 0.627 3.901
*
```

Summary:
energy relative to the best compared isomer or geometry (same formula, charge and spin)	4.0	kcal/mol
HOMO level	-12.906	eV
frontier orbital gap	6.2256	eV



# 11
Density functional theory data (ωB97M-V with the def2-TZVPD basis set) for a 2-piece molecular cluster, C6H15NO3 overall.

Structure (ORCA input):
```
! wB97M-V def2-TZVPD RIJCOSX def2/J DEFGRID3
* xyz 0 1
C 3.871 0.901 0.880
O 3.261 -0.345 0.629
C 2.712 -0.443 -0.663
C 2.013 -1.784 -0.870
C 2.869 -2.944 -0.371
N 0.606 -1.756 -0.389
C 0.495 -1.579 1.066
C -0.431 -2.661 -1.349
O -1.244 -2.699 -2.267
H 4.247 0.883 1.909
H 4.713 1.070 0.189
H 3.148 1.726 0.765
H 1.994 0.382 -0.829
H 3.502 -0.340 -1.428
H 1.952 -1.882 -1.964
H 2.983 -2.938 0.721
H 2.434 -3.910 -0.656
H 3.873 -2.875 -0.808
H 0.604 -0.507 1.254
H -0.481 -1.945 1.399
H 1.250 -2.106 1.664
H -0.069 -3.687 -1.107
O -1.613 -0.106 -1.021
H -0.436 -0.069 -0.918
H -1.345 -0.617 -0.018
*
```

Summary:
energy relative to the best compared isomer or geometry (same formula, charge and spin)	139.9	kcal/mol
SMILES string	COC[C@@H](C)N(C)C=O.O
HOMO level	-8.782	eV
frontier orbital gap	9.2437	eV



# 12
Density functional theory data (ωB97M-V with the def2-TZVPD basis set) for C30H33MoO4P2Se2 as an isolated structure.

Structure (ORCA input):
```
! wB97M-V def2-TZVPD RIJCOSX def2/J DEFGRID3
* xyz 3 3
Mo -1.562 1.115 20.640
O -1.393 3.047 20.977
P -0.237 4.099 20.730
C 0.748 3.383 19.270
P -0.370 2.700 18.008
O -1.150 1.477 18.766
C -1.649 3.814 17.463
C -1.316 4.984 16.815
C -2.279 5.876 16.417
C -3.627 5.581 16.685
C -3.988 4.376 17.262
C -2.998 3.519 17.685
C 0.627 2.157 16.642
C 1.920 1.602 16.835
C 2.538 0.972 15.769
C 2.040 1.011 14.473
C 0.779 1.568 14.290
C 0.091 2.162 15.364
C -0.881 5.733 20.301
C -0.046 6.683 19.678
C -0.507 7.925 19.367
C -1.846 8.272 19.632
C -2.648 7.352 20.313
C -2.157 6.087 20.695
C 0.642 4.114 22.271
C 1.594 5.144 22.465
C 2.259 5.146 23.679
C 2.195 4.113 24.602
C 1.395 3.025 24.276
C 0.638 2.984 23.128
H 1.276 2.524 19.714
H 1.348 4.271 18.845
H -0.262 5.150 16.596
H -2.013 6.802 15.894
H -4.429 6.239 16.422
H -5.008 4.111 17.385
H -3.307 2.525 18.146
H 2.521 1.743 17.747
H 3.528 0.610 15.866
H 2.581 0.667 13.594
H 0.483 1.697 13.261
H -0.976 2.461 15.166
H 0.967 6.398 19.285
H 0.161 8.634 18.943
H -2.268 9.188 19.378
H -3.727 7.641 20.383
H -2.862 5.501 21.316
H 1.541 6.067 21.865
H 2.795 6.078 23.900
H 2.670 4.243 25.579
H 1.350 2.230 25.005
H -0.121 2.275 22.919
C -2.491 -1.566 17.919
Se -2.173 -1.389 19.820
C -3.979 -1.617 20.487
C -4.876 -0.414 20.337
Se -4.042 1.244 21.017
C -3.989 0.701 22.916
H -2.866 -2.588 17.792
H -1.456 -1.398 17.499
H -3.153 -0.868 17.460
H -3.927 -1.805 21.569
H -4.293 -2.513 19.923
H -5.759 -0.467 21.074
H -5.337 -0.301 19.330
H -3.825 -0.396 23.041
H -4.905 0.985 23.447
H -3.073 1.150 23.353
O 0.469 0.334 20.832
C 0.083 -0.328 21.792
O -1.140 -0.158 22.212
H 0.730 -0.931 22.394
*
```

Summary:
⟨S²⟩	2.02
HOMO level (spin up / spin down)	-16.960 / -16.961	eV
frontier orbital gap (spin up / spin down)	6.4593 / 6.8867	eV



Values for M, g/mol, ordered as above
38.049, 149.171, 210.366, 92.098, 174.240, 119.167, 125.097, 128.171, 173.937, 1016.251, 149.190, 773.398
Values for DFT total energy, Ha, ordered as above
-115.30529, -835.10602, -921.96186, -340.96313, -1256.16167, -364.73828, -534.54325, -424.32465, -487.89919, -3038.71544, -517.89726, -7016.84779